# C18H19F3N2O2S

A single C18H19F3N2O2S molecule at a distorted geometry (the ωB97M-V functional and the def2-TZVPD basis, the Open Molecules 2025 dataset).

Computed properties:
Relative energy (zero: lowest compared OMol25 entry of this formula, charge and spin), eV: 0.794
SMILES: O=S(=O)(c1ccc(F)cc1)N1CCCN(Cc2c(F)cccc2F)CC1
LUMO, eV: 0.654
Frontier orbital gap, eV: 9.1
M, g/mol: 384.42

Each line ends with the Löwdin charge.
Geometry (Å):
O  2.18  1.68  -1.43  -0.2819
S  2.54  1.38  -0.08  0.6757
O  2.65  2.47  0.85  -0.2715
N  1.56  0.22  0.61  -0.2456
C  0.50  0.73  1.45  -0.1620
H  0.98  1.45  2.13  0.1113
C  -0.61  1.45  0.66  -0.1512
N  -1.69  0.62  0.17  -0.1530
C  -1.32  -0.61  -0.52  -0.1815
H  -1.32  -1.47  0.18  0.1198
C  0.03  -0.59  -1.23  -0.1447
H  0.19  0.36  -1.75  0.1052
H  0.03  -1.38  -1.98  0.1195
C  1.22  -0.86  -0.29  -0.1960
H  2.12  -1.04  -0.89  0.1129
H  1.02  -1.75  0.31  0.1310
H  -2.10  -0.80  -1.26  0.1261
C  -2.74  0.37  1.15  -0.1322
C  -4.02  0.01  0.44  -0.0781
C  -4.50  -1.28  0.35  -0.2313
C  -5.67  -1.61  -0.33  -0.0141
C  -6.38  -0.60  -0.95  -0.0735
C  -5.94  0.71  -0.88  -0.0106
C  -4.78  0.99  -0.20  -0.2211
F  -4.37  2.27  -0.12  0.0846
H  -6.49  1.51  -1.35  0.1171
H  -7.29  -0.84  -1.48  0.1077
H  -5.99  -2.64  -0.36  0.1164
F  -3.81  -2.28  0.95  0.0645
H  -2.90  1.28  1.72  0.1277
H  -2.48  -0.45  1.85  0.1267
H  -1.05  2.23  1.27  0.1256
H  -0.13  1.94  -0.20  0.1131
H  0.09  -0.10  2.04  0.1317
C  4.10  0.49  -0.09  -0.2810
C  4.73  0.20  -1.29  -0.0483
C  5.93  -0.49  -1.29  0.0098
C  6.47  -0.86  -0.07  -0.2662
C  5.85  -0.57  1.14  0.0117
C  4.65  0.11  1.12  -0.0440
H  4.13  0.37  2.03  0.1205
H  6.31  -0.88  2.06  0.1219
F  7.63  -1.53  -0.05  0.0689
H  6.45  -0.73  -2.20  0.1219
H  4.26  0.53  -2.21  0.1166


# C26H33CoN5O6SSe3Te

A molecular structure, C26H33CoN5O6SSe3Te at a distorted geometry (the ωB97M-V functional and the def2-TZVPD basis, the Open Molecules 2025 dataset).

Computed properties:
Relative energy (zero: lowest compared OMol25 entry of this formula, charge and spin), eV: 0.108
Charge: -2
LUMO (spin up / spin down), eV: 3.916 / 3.317
Spin multiplicity: 4
Frontier orbital gap (spin up / spin down), eV: 3.8 / 5.0
⟨S²⟩: 3.786
M, g/mol: 967.06

Each line ends with the Mulliken spin population.
Geometry (Å):
Co  0.53  -0.12  0.64  1.1173
O  -3.00  0.83  -0.98  0.1618
C  -1.83  0.51  -0.71  -0.0219
N  -1.31  0.26  0.55  -0.1100
C  -2.03  0.14  1.69  0.0174
O  -3.25  0.19  1.85  0.0432
C  -1.12  -0.11  2.84  0.0147
C  -1.61  -0.18  4.14  0.0103
C  -0.74  -0.41  5.19  -0.0032
C  0.61  -0.55  4.90  0.0127
C  1.03  -0.47  3.59  -0.0029
N  0.20  -0.26  2.57  -0.0251
C  -0.80  0.40  -1.72  0.3095
C  -1.10  0.43  -3.09  0.0225
C  -0.11  0.29  -4.02  0.1411
C  1.22  0.09  -3.57  0.1460
C  1.45  0.05  -2.22  -0.0590
N  0.51  0.23  -1.28  0.1074
H  -2.67  -0.04  4.27  0.0014
H  -1.10  -0.48  6.20  -0.0003
H  1.33  -0.73  5.69  0.0000
H  2.07  -0.62  3.36  -0.0009
H  -2.14  0.56  -3.35  0.0006
H  -0.33  0.32  -5.08  0.0253
H  2.04  -0.03  -4.26  0.0225
H  2.47  -0.11  -1.87  0.0137
Se  2.70  0.16  0.80  0.3262
Se  4.76  -0.71  0.84  0.3174
Te  5.20  2.54  2.70  0.1589
Se  2.86  1.95  2.19  0.1739
C  -2.46  -4.29  1.15  -0.0010
C  -2.04  -4.79  -0.24  0.0013
C  -0.57  -4.45  -0.55  0.0064
C  -0.22  -4.90  -1.99  0.0010
C  1.17  -4.43  -2.42  -0.0133
C  0.31  -5.22  0.41  -0.0011
O  0.28  -6.44  0.51  0.0004
N  1.15  -4.46  1.15  0.0001
C  1.28  -3.05  1.13  0.0059
O  2.12  -2.58  1.88  -0.0044
N  0.48  -2.33  0.31  0.0537
C  -0.43  -2.92  -0.51  -0.0148
O  -1.14  -2.29  -1.27  0.0142
H  -3.50  -4.55  1.35  0.0000
H  -2.38  -3.20  1.20  0.0018
H  -1.84  -4.73  1.93  0.0002
H  -2.66  -4.31  -1.00  -0.0001
H  -2.17  -5.87  -0.30  0.0003
H  -0.97  -4.47  -2.65  0.0001
H  -0.29  -5.99  -2.04  0.0003
H  1.23  -3.34  -2.40  0.0126
H  1.37  -4.76  -3.44  -0.0001
H  1.94  -4.84  -1.77  0.0004
H  1.77  -4.93  1.79  -0.0012
C  1.62  6.14  -0.18  0.0007
C  2.54  4.94  -0.01  0.0009
C  2.05  3.69  -0.72  0.0313
S  0.53  2.98  0.09  -0.0207
O  0.26  3.78  1.31  0.0013
C  -0.64  3.66  -1.17  0.0158
C  -2.01  3.90  -0.56  0.0037
C  -2.92  4.61  -1.56  0.0019
H  2.06  7.03  0.29  0.0001
H  0.66  5.95  0.29  -0.0001
H  1.46  6.37  -1.24  -0.0003
H  2.63  4.71  1.06  0.0001
H  3.55  5.17  -0.37  0.0035
H  2.81  2.90  -0.67  -0.0134
H  1.82  3.86  -1.77  -0.0039
H  -0.67  2.94  -1.98  0.0019
H  -0.22  4.60  -1.52  -0.0024
H  -1.89  4.49  0.35  0.0005
H  -2.47  2.95  -0.28  -0.0033
H  -2.50  5.57  -1.86  -0.0001
H  -3.91  4.77  -1.13  0.0000
H  -3.04  3.99  -2.45  -0.0007


# C4H7NOS

A single C4H7NOS molecule at a distorted geometry (the ωB97M-V functional and the def2-TZVPD basis, the Open Molecules 2025 dataset).

Computed properties:
Relative energy (zero: lowest compared OMol25 entry of this formula, charge and spin), eV: 5.603
SMILES: O=[S@@H]1=C[C@@H]2N[C@@H]2C1
LUMO, eV: 0.452
Frontier orbital gap, eV: 8.2
M, g/mol: 117.17

Each line ends with the Löwdin charge.
Geometry (Å):
C  -0.54  1.28  -0.01  -0.3377
C  -0.13  -1.28  -0.28  -0.1807
C  0.85  0.99  0.40  -0.2663
C  1.09  -0.49  0.14  -0.3650
N  1.67  0.47  -0.75  0.0609
O  -2.81  0.13  -0.29  -0.3974
S  -1.45  -0.01  0.26  0.8504
H  -0.99  2.17  -0.15  0.0332
H  -0.21  -1.32  -1.37  0.0976
H  -0.28  -2.30  0.15  0.1088
H  1.34  1.66  1.12  0.1394
H  1.56  -1.06  0.88  0.1101
H  1.31  0.26  -1.65  0.0852
H  -1.43  -0.48  1.56  0.0614


# C17H25Cl5NO2P2Sn

A molecular structure, C17H25Cl5NO2P2Sn at a distorted geometry (the ωB97M-V functional and the def2-TZVPD basis, the Open Molecules 2025 dataset).

Computed properties:
Charge: +1
LUMO, eV: -4.033
Frontier orbital gap, eV: 5.4
M, g/mol: 633.32

Each line ends with the Löwdin charge.
Geometry (Å):
C  -0.85  0.93  -4.24  -0.0368
C  -1.00  0.58  -2.86  -0.3719
N  -0.09  1.08  -1.95  0.0106
C  0.77  2.04  -2.31  -0.3523
C  0.87  2.49  -3.63  -0.0612
C  0.07  1.89  -4.61  -0.0638
C  -2.10  -0.16  -2.37  -0.2983
P  -2.44  -0.44  -0.65  0.7160
Sn  -0.28  0.16  0.72  0.9062
P  2.09  1.50  0.13  0.7758
C  1.71  2.64  -1.24  -0.2545
O  0.11  -3.75  -5.32  -0.0391
O  0.49  -5.64  0.15  -0.0587
H  -1.48  0.40  -4.96  0.1104
H  1.58  3.28  -3.85  0.1071
H  0.15  2.21  -5.64  0.1128
C  -3.86  0.62  -0.30  -0.2413
C  -3.01  -2.14  -0.42  -0.2472
H  2.67  2.90  -1.71  0.1032
H  1.24  3.52  -0.76  0.1042
H  -0.50  -3.23  -4.78  0.0245
H  -2.87  -0.51  -3.10  0.0772
C  2.56  2.48  1.56  -0.2425
C  3.58  0.58  -0.37  -0.2401
H  1.41  -0.71  -0.04  -0.1076
H  1.32  -5.21  -0.10  0.0364
H  -0.02  -5.51  -0.64  0.0186
H  0.84  -3.86  -4.73  0.0115
H  -0.91  1.77  0.90  -0.0464
H  1.10  -1.15  -0.56  0.0753
H  -4.72  0.27  -0.88  0.0716
H  -4.09  0.60  0.77  0.0066
H  -3.64  1.65  -0.61  0.0631
H  -3.75  -2.38  -1.20  0.0643
H  -2.18  -2.85  -0.50  0.0481
H  -3.48  -2.22  0.58  0.0508
H  4.42  1.30  -0.47  0.0697
H  3.82  -0.19  0.39  0.0250
H  3.41  0.05  -1.32  0.0648
H  3.49  3.02  1.30  0.0669
H  1.73  3.18  1.79  0.0597
H  2.72  1.80  2.41  0.0593
Cl  2.29  -2.15  1.81  0.7015
C  0.99  -1.86  2.93  -0.6675
C  -0.11  -1.08  2.54  -0.3424
C  -1.16  -0.93  3.46  -0.6971
Cl  -2.58  -0.06  3.00  0.6939
C  -1.08  -1.44  4.77  -0.6895
Cl  -2.34  -1.11  5.89  0.7271
C  0.05  -2.21  5.16  -0.6904
Cl  0.16  -2.82  6.75  0.7487
C  1.07  -2.44  4.22  -0.6935
Cl  2.40  -3.42  4.67  0.7310


# C2H4OS

2 unconnected molecules or ions with the total composition C2H4OS at a distorted geometry (the ωB97M-V functional and the def2-TZVPD basis, the Open Molecules 2025 dataset).

Computed properties:
Relative energy (zero: lowest compared OMol25 entry of this formula, charge and spin), eV: 5.373
LUMO, eV: -0.128
Frontier orbital gap, eV: 9.1
M, g/mol: 76.12

Each line ends with the Löwdin charge.
Geometry (Å):
C  -0.96  1.48  -0.98  0.1102
C  0.95  -0.96  0.64  -0.6854
O  0.68  0.24  0.39  -0.1280
S  -0.06  -2.30  0.57  0.8739
H  -1.16  2.39  -0.24  -0.0450
H  -0.17  2.09  -1.52  -0.0791
H  1.98  -1.14  0.80  0.0656
H  -1.26  -1.81  0.34  -0.1122


# ClHNO2P

2 unconnected molecules or ions with the total composition ClHNO2P at a distorted geometry (the ωB97M-V functional and the def2-TZVPD basis, the Open Molecules 2025 dataset).

Computed properties:
Relative energy (zero: lowest compared OMol25 entry of this formula, charge and spin), eV: 0.224
SMILES: O=PCl.N=O
LUMO, eV: -1.095
Frontier orbital gap, eV: 7.8
M, g/mol: 113.44

Each line ends with the Löwdin charge.
Geometry (Å):
N  0.23  -0.38  -0.70  -0.0507
O  0.97  -1.29  -0.93  -0.0755
O  -1.46  -1.32  0.27  -0.5625
P  -2.82  -0.95  -0.06  0.4248
Cl  -2.98  0.99  -0.37  0.2051
H  0.50  -0.01  0.23  0.0588


Which of these has the lowest M?
C2H4OS